No. 1
A molecular structure, C16H23AsN3O5PPdS4 in a non-equilibrium geometry, computed with ωB97M-V/def2-TZVPD.

```
54
Properties=species:S:1:pos:R:3:forces:R:3:nbo_charge:R:1
Pd 0.5712 0.7570 -0.8406 0.3 0.6 2.3 1.001
O 2.7832 1.6571 2.5043 0.0 0.1 -0.1 -0.691
C 1.9823 1.5511 1.5793 -0.1 0.2 0.1 0.667
O 2.2813 1.3448 0.3537 0.1 -0.1 -0.7 -0.724
C 0.4506 1.7050 1.8502 0.2 0.0 -0.2 0.674
O 0.0038 1.6406 2.9890 -0.1 0.1 -0.1 -0.688
O -0.2312 1.9277 0.7809 -0.7 -0.5 -0.3 -0.754
S -0.7345 -3.1732 -3.3602 0.3 0.0 0.3 -0.752
As -0.1451 -1.1495 -3.2462 -0.1 0.3 -1.1 0.937
S 1.8267 -0.3934 -2.3219 -1.1 -0.6 -0.2 -0.322
S -1.3779 -0.0996 -1.6868 0.8 0.0 -0.2 -0.356
S -0.2856 -0.1920 -5.1216 0.0 0.0 0.0 -0.777
C 0.3982 2.1919 -2.0755 0.0 -0.2 0.0 -0.065
C 0.1787 3.0662 -2.8724 0.2 0.1 0.1 -0.084
C -0.0752 4.1067 -3.8189 -0.1 -0.1 0.0 -0.095
C -0.2018 3.7896 -5.1753 0.0 0.0 0.0 -0.185
C -0.4945 4.7816 -6.0976 0.0 0.0 0.0 -0.220
C -0.6611 6.0998 -5.6896 0.0 0.0 0.0 -0.246
C -0.5306 6.4209 -4.3443 0.0 0.0 0.0 -0.228
C -0.2397 5.4344 -3.4147 0.0 0.0 0.0 -0.197
H -0.0925 2.7523 -5.4709 0.0 0.0 0.0 0.257
H -0.6048 4.5203 -7.1435 0.0 0.0 0.0 0.200
H -0.8991 6.8712 -6.4129 0.0 0.0 0.0 0.192
H -0.6647 7.4449 -4.0149 0.0 0.0 0.0 0.195
H -0.1446 5.6747 -2.3637 0.0 0.0 0.0 0.218
C 2.3985 -1.4119 3.0354 0.0 -0.2 0.1 -0.431
N 0.9709 -1.7238 3.1389 -0.3 0.2 0.0 -0.829
C 0.3507 -1.1550 4.3286 0.0 0.0 0.0 -0.407
P 0.1519 -1.8736 1.7049 0.5 -0.2 -0.2 2.484
O 0.5778 -0.9065 0.6621 -0.3 0.0 0.1 -1.147
N -1.4786 -1.8697 1.9671 0.0 0.2 0.2 -0.813
C -2.3324 -0.7039 1.7897 0.1 0.0 -0.1 -0.404
C -2.1154 -2.9535 2.6777 0.0 -0.1 0.0 -0.396
N 0.5341 -3.4233 1.2459 -0.2 -0.1 0.1 -0.811
C 0.9537 -4.4881 2.1223 0.1 0.1 0.0 -0.393
C -0.0420 -3.8760 -0.0125 0.0 0.1 0.0 -0.418
H 2.5802 -0.3417 3.1520 0.0 -0.1 0.0 0.252
H 2.7782 -1.7211 2.0622 0.0 0.0 0.0 0.222
H 2.9429 -1.9587 3.8154 0.0 0.0 0.0 0.163
H 0.4490 -0.0670 4.3506 0.0 0.0 0.0 0.245
H 0.8324 -1.5870 5.2137 0.0 0.0 0.0 0.166
H -0.7077 -1.4050 4.3631 0.0 0.0 0.0 0.191
H -1.8633 0.0268 1.1418 0.1 0.1 -0.1 0.260
H -2.5442 -0.2127 2.7427 -0.1 0.0 0.1 0.179
H -3.2684 -1.0303 1.3238 0.0 0.1 0.0 0.180
H -1.4250 -3.7825 2.8244 0.0 0.0 0.0 0.207
H -2.9771 -3.3194 2.1085 0.0 0.0 0.0 0.187
H -2.4791 -2.6310 3.6627 0.0 0.0 0.0 0.170
H 1.3415 -4.0795 3.0525 0.0 0.0 0.0 0.221
H 1.7413 -5.0762 1.6389 0.0 0.0 0.0 0.184
H 0.1285 -5.1795 2.3551 0.0 0.0 0.0 0.154
H -0.4541 -3.0394 -0.5720 0.0 0.0 0.0 0.261
H -0.8502 -4.5996 0.1661 0.0 0.0 0.0 0.162
H 0.7127 -4.3412 -0.6471 0.0 0.0 0.0 0.204
```
Forces are in eV/Å.

Values from the calculation:
Charge ... -2
F_max ... 2.46 eV/Å
HOMO-LUMO gap ... 6.1727 eV
Energy relative to the best compared isomer or geometry (same formula, charge and spin) ... 0.0 kJ/mol

No. 2
A molecular structure, C37H54FeN3OP2 in a non-equilibrium geometry, computed with ωB97M-V/def2-TZVPD.

```
98
Properties=species:S:1:pos:R:3:forces:R:3:lowdin_charge:R:1
C -2.5236 -1.4060 1.2318 0.6 -1.0 0.0 -0.309
C -0.6999 -2.8741 0.8556 -0.9 0.6 0.4 -0.281
C -3.2952 -2.4605 1.7330 0.2 0.1 -0.1 -0.006
C -1.4463 -3.9653 1.3316 0.0 0.3 0.0 -0.007
C -2.7452 -3.7511 1.7959 0.2 0.3 -0.1 -0.023
H -4.3245 -2.2718 2.0501 0.4 -0.1 -0.1 0.121
H -1.0022 -4.9644 1.3294 -0.2 0.4 0.0 0.120
H -3.3391 -4.5850 2.1833 0.2 0.3 -0.2 0.121
N -1.2311 -1.6148 0.8475 -0.7 -0.9 0.8 0.020
P -2.2368 0.7812 -0.4713 -1.7 0.3 -0.5 1.117
P 1.7651 -1.5437 0.6275 0.6 -1.2 0.4 1.172
C -3.0792 -0.0205 1.0174 0.2 0.4 -0.1 -0.221
H -4.1809 -0.0490 0.9617 0.5 0.0 0.0 0.093
H -2.7964 0.6350 1.8635 -0.2 -0.4 -0.2 0.082
C 0.6292 -3.0042 0.1784 0.1 0.4 0.1 -0.286
H 1.0689 -3.9983 0.3461 -0.2 0.4 -0.1 0.104
C 3.3239 -1.7976 -0.4854 -0.1 0.2 0.2 -0.619
C 2.2319 -1.8150 2.4649 0.1 -0.1 -0.2 -0.642
C -3.1089 0.0459 -2.0103 -0.1 0.3 0.1 -0.638
C -2.7062 2.6295 -0.2947 -0.2 -0.3 -0.1 -0.641
C 3.3278 -0.7432 -1.6153 0.0 0.0 -0.1 -0.102
H 3.6416 0.2417 -1.2376 -0.1 -0.3 -0.1 0.068
H 4.0592 -1.0699 -2.3782 -0.3 0.2 0.3 0.099
H 2.3471 -0.6233 -2.0949 0.3 -0.2 0.1 0.049
C 4.6087 -1.5568 0.3350 0.1 -0.1 0.1 -0.093
H 4.6693 -0.5152 0.6930 0.0 -0.4 -0.1 0.077
H 4.7094 -2.2365 1.1951 0.0 0.2 -0.4 0.068
H 5.4757 -1.7315 -0.3283 -0.3 0.1 0.2 0.099
C 3.3464 -3.2092 -1.1065 0.2 -0.2 -0.1 -0.070
H 4.3896 -3.4650 -1.3710 -0.4 0.1 0.1 0.098
H 2.9774 -3.9851 -0.4166 0.3 0.2 -0.3 0.068
H 2.7531 -3.2522 -2.0341 0.2 0.0 0.4 0.078
C 3.1482 -0.6607 2.9320 -0.1 0.4 0.2 -0.092
H 3.0926 0.1931 2.2391 0.2 -0.1 0.4 0.045
H 2.7980 -0.3150 3.9226 0.3 0.0 -0.5 0.088
H 4.1993 -0.9627 3.0365 -0.4 0.2 -0.2 0.079
C 0.9372 -1.7409 3.3064 -0.2 0.0 0.1 -0.098
H 0.2575 -0.9522 2.9509 0.2 -0.4 0.3 0.036
H 0.3947 -2.6987 3.3179 0.1 0.4 -0.1 0.079
H 1.2193 -1.5025 4.3486 -0.2 -0.2 -0.4 0.098
C 2.8888 -3.1840 2.7276 -0.1 -0.6 0.0 -0.076
H 2.9523 -3.7876 1.8051 0.1 0.1 0.5 0.064
H 3.8992 -3.0988 3.1571 -0.4 0.0 -0.2 0.084
H 2.2679 -3.7463 3.4501 0.4 0.1 -0.3 0.086
C -2.0718 3.4156 -1.4609 0.2 0.1 -0.1 -0.089
H -1.7757 4.4163 -1.0951 -0.1 -0.3 -0.2 0.096
H -1.1649 2.9107 -1.8347 -0.6 0.4 0.2 0.026
H -2.7678 3.5613 -2.3022 0.3 -0.1 0.3 0.081
C -2.0964 3.1636 1.0159 0.1 -0.1 0.1 -0.110
H -2.3411 2.5317 1.8850 0.1 0.4 -0.2 0.068
H -1.0013 3.2439 0.9480 -0.3 0.0 0.0 0.064
H -2.5125 4.1711 1.2055 0.3 -0.4 -0.1 0.099
C -4.2310 2.8610 -0.2364 -0.3 -0.1 0.5 -0.079
H -4.4450 3.6035 0.5550 -0.1 -0.3 -0.4 0.087
H -4.6486 3.2464 -1.1767 0.2 -0.2 0.3 0.082
H -4.7693 1.9358 0.0320 0.1 0.5 -0.1 0.062
C -2.7941 -1.4658 -2.0422 0.3 -0.4 -0.1 -0.092
H -3.6994 -2.0764 -2.1994 0.2 0.3 0.2 0.095
H -2.1081 -1.6596 -2.8876 -0.3 -0.1 0.6 0.074
H -2.2884 -1.7880 -1.1204 -0.4 -0.2 -0.7 0.036
C -2.4521 0.6982 -3.2485 -0.2 0.1 -0.1 -0.094
H -1.3600 0.7600 -3.1002 -0.4 -0.1 -0.2 0.052
H -2.6545 0.0639 -4.1325 0.1 0.3 0.4 0.099
H -2.8508 1.7032 -3.4567 0.2 -0.3 0.1 0.072
C -4.6384 0.2123 -2.0482 -0.1 0.3 -0.1 -0.090
H -5.1278 -0.2487 -1.1720 0.2 0.2 -0.3 0.082
H -4.9525 1.2660 -2.1141 0.1 -0.5 0.0 0.063
H -5.0228 -0.3026 -2.9488 0.2 0.2 0.4 0.097
Fe 0.0000 0.0000 0.0000 -0.2 -1.4 -2.1 0.326
C 0.0601 0.9929 1.6547 0.5 3.4 5.9 -0.126
O 0.2187 1.6476 2.6257 -0.7 -2.8 -4.1 0.120
N 0.0336 -1.4365 -1.6061 1.0 -1.3 0.7 0.040
C 0.2958 -2.6576 -1.3249 -0.2 1.8 -0.4 -0.423
C 0.2389 -3.7587 -2.3264 0.0 -0.7 -0.7 -0.191
C 0.4914 -3.4410 -3.6812 -0.2 -0.2 0.3 -0.046
C -0.0632 -5.0983 -2.0000 0.2 0.3 -0.2 -0.030
C 0.4487 -4.4272 -4.6689 -0.1 -0.1 0.2 -0.074
H 0.7177 -2.3973 -3.9197 -0.1 -0.4 0.0 0.108
C -0.1104 -6.0873 -2.9930 0.0 0.2 -0.1 -0.077
H -0.2730 -5.3786 -0.9632 0.1 0.1 -0.4 0.095
C 0.1470 -5.7580 -4.3305 0.0 0.3 0.3 -0.081
H 0.6525 -4.1611 -5.7121 -0.1 -0.1 0.4 0.107
H -0.3503 -7.1204 -2.7182 0.1 0.4 -0.1 0.107
H 0.1129 -6.5315 -5.1051 0.0 0.3 0.3 0.107
C 2.2433 5.6449 -0.4374 -0.5 0.5 0.2 -0.034
C 2.0498 4.1822 -0.7357 -0.4 0.7 -1.1 -0.254
C 2.4597 3.2968 0.2300 0.1 -0.7 0.2 -0.012
C 2.0402 1.9931 0.1530 -1.3 1.5 -1.8 -0.154
N 1.1703 1.5384 -0.8064 1.8 0.7 -0.6 -0.022
C 1.0102 2.2994 -1.9192 0.6 2.0 2.1 -0.084
C 1.4035 3.6713 -1.8807 0.2 -0.9 0.6 0.019
H 1.6891 5.8663 0.5124 0.5 -0.1 -0.7 0.105
H 3.3083 5.8901 -0.2548 -0.6 -0.1 -0.2 0.099
H 1.8080 6.2984 -1.2163 0.4 -0.3 0.3 0.089
H 2.9893 3.6258 1.1191 0.1 0.0 -0.2 0.137
H 2.2618 1.4179 0.9892 0.2 -1.5 0.9 0.041
H 0.4033 1.9623 -2.7375 0.0 -0.5 -0.1 0.100
H 1.0988 4.3479 -2.6700 0.1 -0.1 -0.1 0.121
```
Forces are in eV/Å.

Values from the calculation:
Charge ... +1
Spin multiplicity ... 5
F_max ... 6.83 eV/Å
⟨S²⟩ ... 6.079
HOMO-LUMO gap (alpha / beta) ... 6.8134 / 6.4775 eV
Energy relative to the best compared isomer or geometry (same formula, charge and spin) ... 23.7 kJ/mol

No. 3
A molecular structure, C20H38Cl3LuN2O4Si in a non-equilibrium geometry, computed with ωB97M-V/def2-TZVPD.

```
69
Properties=species:S:1:pos:R:3:forces:R:3:nbo_charge:R:1
C 0.6745 0.8812 -5.6327 0.1 0.2 0.0 -0.631
C 1.3537 0.0523 -4.5463 -0.9 -1.5 -0.2 0.240
H 0.8098 0.4525 -6.6432 0.1 0.0 0.6 0.219
H 1.1094 1.8987 -5.6537 -0.2 -0.3 0.0 0.199
H -0.4083 0.9669 -5.4762 0.2 0.1 0.1 0.192
C 2.5835 -0.5454 -4.8196 0.1 -0.3 0.4 -0.625
C 3.4450 -0.2636 -5.9881 0.5 0.1 -0.1 -0.610
H 2.8573 -1.4328 -4.2746 0.0 -0.1 0.1 0.175
H 3.8791 0.7431 -5.9374 0.3 0.0 -0.3 0.165
H 2.9907 -0.3743 -6.9865 -0.1 0.0 0.0 0.156
H 4.2597 -1.0031 -5.9221 0.0 0.4 -0.3 0.200
Lu -0.5694 1.2003 1.5788 0.0 0.2 0.9 1.675
Cl -2.9514 0.5414 1.3846 -0.1 -0.1 0.1 -0.629
Cl -0.7490 3.4677 2.6188 0.1 -0.2 -0.1 -0.623
C -0.7156 -1.9889 1.2826 0.7 0.4 0.3 0.567
O -0.0190 -0.9796 1.6116 -0.5 -1.2 -0.5 -0.767
N -0.2834 -3.2377 1.4390 -0.3 0.4 0.1 -0.370
C 1.0504 -3.5084 1.9855 -0.3 0.0 0.0 -0.420
C -1.1878 -4.3768 1.2778 -0.1 0.0 -0.3 -0.407
H -1.7240 -1.8203 0.8692 0.3 -0.3 0.1 0.200
H 1.6682 -2.6156 1.8551 -0.1 -0.3 0.0 0.233
H 1.4793 -4.3590 1.4414 -0.1 0.3 0.1 0.225
H 0.9690 -3.7572 3.0549 0.1 0.1 -0.3 0.202
H -2.0848 -4.0560 0.7325 0.3 -0.1 0.2 0.228
H -1.4915 -4.7875 2.2509 0.1 0.2 -0.2 0.205
H -0.6955 -5.1734 0.7060 -0.1 0.3 0.1 0.219
H 2.4841 2.5814 -1.7656 0.4 -0.4 0.3 0.239
H 4.3246 -0.0205 -1.9692 0.0 0.2 0.1 0.240
C 3.1603 2.4373 -0.9030 -0.1 0.1 -0.2 -0.430
C 4.3680 0.2395 -0.9039 0.0 -0.4 -0.4 -0.413
N 3.2094 1.0282 -0.5142 -0.6 -0.1 1.1 -0.362
H 2.7834 3.0414 -0.0687 0.2 -0.2 -0.2 0.230
C 2.3570 0.5610 0.4001 0.4 0.7 -0.1 0.577
O 1.6126 1.3112 1.0901 0.2 -0.6 -0.5 -0.758
H 4.3828 -0.6843 -0.3092 0.1 0.3 -0.2 0.207
H 2.3295 -0.5355 0.5375 0.2 0.4 0.0 0.166
H 4.1740 2.7405 -1.1850 -0.3 0.1 0.1 0.211
H 5.2830 0.8215 -0.7192 -0.3 -0.2 0.1 0.207
O 1.0808 0.6349 -3.1429 0.6 1.2 0.9 -0.670
C 0.4367 -0.5792 -3.4414 0.2 0.5 -1.0 -0.035
C 2.0562 -2.0932 -2.1783 0.1 0.0 0.6 -0.258
C 0.7992 -1.8473 -2.7490 -0.4 -0.6 0.0 0.073
H 2.8087 -1.2988 -2.2316 -0.4 -0.4 0.0 0.229
C 2.3373 -3.3062 -1.5213 -0.1 0.2 -0.2 -0.226
H -0.6345 -0.3839 -3.5489 -0.1 -0.7 0.0 0.158
C -0.1225 -2.9260 -2.7255 0.0 0.4 0.3 -0.228
H 3.3192 -3.4530 -1.0538 -0.3 0.1 -0.2 0.202
C 1.3881 -4.3335 -1.4732 0.1 0.2 0.2 -0.268
C 0.1464 -4.1326 -2.0722 0.0 0.3 -0.3 -0.239
H -1.1001 -2.7705 -3.1841 0.2 -0.1 0.1 0.208
H 1.5851 -5.2791 -0.9576 0.1 0.3 -0.2 0.201
H -0.6152 -4.9188 -2.0281 0.3 0.3 -0.1 0.206
Si -0.9125 3.2577 -2.0111 -0.9 0.0 1.9 1.741
Cl -0.5378 1.2216 -0.9353 -0.3 1.2 -1.9 -0.376
C 0.3021 4.5354 -1.4294 0.6 -0.2 -0.2 -1.153
C -2.3653 3.8764 -0.9535 -0.2 -0.2 -0.3 -1.151
C -1.3643 3.2370 -3.8122 0.1 -0.1 -0.5 -1.157
H 1.3583 4.3104 -1.5310 0.1 0.2 -0.2 0.243
H 0.0952 4.7270 -0.3709 0.0 0.0 -0.2 0.265
H 0.0678 5.4377 -2.0143 0.1 -0.1 0.2 0.253
H -0.5006 3.3825 -4.4881 -0.4 -0.2 0.4 0.271
H -2.0256 4.1196 -3.9159 0.3 -0.3 0.1 0.254
H -1.9442 2.3685 -4.1663 0.3 0.3 0.3 0.272
H -2.1438 4.0457 0.1313 0.0 -0.2 -1.0 0.268
H -3.2405 3.2081 -1.0211 0.1 0.5 0.0 0.250
H -2.5752 4.8692 -1.4258 -0.2 -0.6 0.4 0.234
O -0.1434 0.5470 3.7802 0.2 0.2 0.8 -0.940
H -0.2113 1.2585 4.4450 0.1 -0.3 -0.4 0.526
H 0.4089 -0.1633 4.1502 -0.3 0.4 -0.3 0.516
```
Forces are in eV/Å.

Values from the calculation:
Charge ... 0
F_max ... 2.21 eV/Å
HOMO-LUMO gap ... 3.7123 eV
Energy relative to the best compared isomer or geometry (same formula, charge and spin) ... 402.8 kJ/mol

> Which value of charge does entry 3 give?

0